{
  "formula": "C12H33N7O5",
  "method": "wB97M-V/def2-TZVPD",
  "elements": ["O", "O", "O", "O", "O", "N", "N", "N", "N", "N", "N", "N", "C", "C", "C", "C", "C", "C", "C", "C", "C", "C", "C", "C", "H", "H", "H", "H", "H", "H", "H", "H", "H", "H", "H", "H", "H", "H", "H", "H", "H", "H", "H", "H", "H", "H", "H", "H", "H", "H", "H", "H", "H", "H", "H", "H", "H"],
  "positions_angstrom": [[3.6640, 3.4896, 4.8227], [0.3263, 3.2879, 1.2117], [-0.7136, 1.2933, -0.1862], [1.0533, -0.4963, -1.4997], [-3.5410, 1.0182, -0.3993], [1.0999, -1.9382, -1.3257], [-0.7940, 5.1266, 0.7129], [1.7132, 4.4027, 4.3705], [-4.9114, 0.7086, -2.0237], [1.0832, 4.9674, -0.0254], [-5.7314, 1.6645, -0.3727], [2.6461, 2.8887, 2.9121], [0.3802, -4.2136, -1.7906], [0.2386, 4.3932, 0.7669], [2.0950, -3.8682, -0.0727], [1.7280, -2.3394, -0.0429], [2.6939, 3.5818, 4.0538], [0.9057, -2.1327, 1.3604], [-0.1953, -2.4560, -3.4807], [0.0004, -2.6967, -1.9358], [0.9392, -4.7267, -0.4532], [-1.3602, -2.4300, -1.2271], [3.0961, -1.6987, 0.2204], [-4.6215, 1.2032, -0.9004], [-1.6650, 1.4128, -0.2335], [0.8331, 5.5987, -0.7730], [3.7042, -2.3226, 0.8754], [-4.0957, 0.5810, -2.6055], [3.4489, 2.2922, 2.7713], [-1.3829, -1.3413, -1.1778], [2.9610, -3.8453, -0.7343], [-5.8541, 2.2042, 0.4722], [1.7610, 2.8105, 2.4318], [-2.1614, -2.7140, -1.9094], [0.5155, -1.1250, 1.5035], [-0.4257, 5.9410, 0.2426], [1.2802, -5.7406, -0.6627], [-1.4324, -2.9019, -0.2472], [1.6528, 4.6844, 5.3385], [1.8185, 4.2750, -0.0333], [-0.0294, -2.6926, 1.3496], [-0.3147, 1.7088, 0.5817], [-0.6390, -3.2541, -4.0759], [-1.6952, 4.8683, 1.0886], [-0.3698, -4.9577, -2.0589], [0.7630, -2.3742, -3.9936], [1.4788, -2.3268, 2.2670], [3.0002, -0.6813, 0.5997], [0.3009, -4.6294, 0.4249], [-0.3262, 0.4382, -0.3870], [-6.5265, 1.4130, -0.9425], [1.1596, -4.3887, -2.5322], [2.4400, -4.3468, 0.8438], [0.9741, 4.6318, 3.7214], [-0.8111, -1.5835, -3.6986], [3.6557, -1.3947, -0.6642], [-5.8134, 0.7316, -2.4775]],
  "max_force_ha_per_bohr": 0.150,
  "gap_ha": [0.3132, 0.2651],
  "homo_ev": [-11.074, -11.074],
  "total_charge": 1,
  "spin_multiplicity": 2
}

{
  "formula": "C24H36AsN3O5RuS2Si2",
  "method": "wB97M-V/def2-TZVPD",
  "elements": ["Ru", "As", "S", "S", "Si", "Si", "O", "O", "O", "O", "O", "N", "N", "N", "C", "C", "C", "C", "C", "C", "C", "C", "C", "C", "C", "C", "C", "C", "C", "C", "C", "C", "C", "C", "C", "C", "C", "C", "H", "H", "H", "H", "H", "H", "H", "H", "H", "H", "H", "H", "H", "H", "H", "H", "H", "H", "H", "H", "H", "H", "H", "H", "H", "H", "H", "H", "H", "H", "H", "H", "H", "H", "H", "H"],
  "positions_angstrom": [[0.1754, 0.0152, 0.4916], [-1.4642, 0.2397, -1.3775], [-2.2002, 1.9228, -2.5019], [-1.1816, 2.1703, 1.8588], [-3.0559, -1.4637, -1.7881], [-1.3096, 0.0009, -4.5720], [-1.3038, 0.6821, 1.9769], [1.5380, -0.7841, -2.1552], [1.7000, -0.3676, 3.0218], [-1.2839, 2.8116, 3.1527], [-1.9743, 2.7464, 0.8020], [-1.0964, -7.1484, 1.9772], [1.7299, -0.3999, 1.7558], [1.6576, -0.4604, -0.8085], [3.9681, -1.2262, -1.1172], [-1.0107, -1.6712, -5.4536], [2.8075, -0.7641, -0.2872], [0.5331, 2.3182, 1.3315], [2.8829, -0.6850, 1.1488], [4.6551, 2.9291, 0.2687], [-0.8797, -2.3232, 1.9656], [-0.2741, -1.9288, 0.7546], [4.1086, -0.9672, 1.9497], [1.5125, 2.4243, 2.3355], [-2.2767, -2.9919, -2.5959], [2.8244, 2.6193, 1.9855], [2.2307, 2.6932, -0.3349], [-1.0924, -3.6472, 2.2879], [-2.4726, 0.9152, -5.7466], [0.1363, -2.9700, -0.0975], [0.3763, 0.8555, -4.6122], [-0.0674, -4.3055, 0.2099], [3.2066, 2.7330, 0.6364], [-3.8852, -2.0242, -0.1889], [-4.4197, -0.8587, -2.9404], [-0.9161, -6.0367, 1.7242], [0.8799, 2.4879, -0.0089], [-0.6908, -4.6562, 1.4069], [-4.1345, -3.0871, -0.2537], [-1.3044, -2.7676, -3.0328], [-0.7957, -1.4982, -6.5156], [-5.3618, -1.3523, -2.6860], [-3.3945, 0.3479, -5.8924], [0.5935, 1.2161, -5.6245], [-3.2372, -1.8842, 0.6741], [-4.1792, -1.0787, -3.9815], [4.6384, -0.0505, 2.2371], [4.9632, 2.2153, -0.4981], [3.5852, 2.6663, 2.7574], [4.9049, -0.8685, -0.6927], [-1.1780, -1.5518, 2.6670], [-2.9277, -3.3586, -3.3942], [-0.1657, -2.2021, -5.0143], [3.8122, -1.4608, 2.8757], [-1.8818, -2.3252, -5.3898], [1.2114, 2.3244, 3.3676], [-1.9864, 1.0327, -6.7218], [5.3023, 2.7914, 1.1361], [0.2530, -5.0820, -0.4759], [4.0051, -2.3190, -1.1425], [4.8338, 3.9326, -0.1269], [2.5030, 2.8144, -1.3784], [1.1712, 0.1661, -4.3231], [0.6166, -2.7304, -1.0390], [3.8702, -0.8701, -2.1406], [0.3868, 1.7083, -3.9340], [-1.5619, -3.9156, 3.2274], [-2.1365, -3.7903, -1.8653], [-2.7358, 1.8933, -5.3525], [-4.5404, 0.2217, -2.8571], [4.8047, -1.6084, 1.4077], [-4.8021, -1.4578, -0.0148], [0.1076, 2.5741, -0.7670], [0.6658, -0.4093, -2.3803]],
  "max_force_ha_per_bohr": 0.039,
  "gap_ha": [0.1878, 0.1880],
  "homo_ev": [-0.766, -0.772],
  "total_charge": -2
}

{
  "formula": "C5H7NO",
  "method": "wB97M-V/def2-TZVPD",
  "elements": ["O", "N", "C", "C", "C", "C", "C", "H", "H", "H", "H", "H", "H", "H"],
  "positions_angstrom": [[1.9200, -0.7941, -0.1573], [0.6460, 0.9949, -2.7250], [-0.5454, -0.6772, 0.1385], [-1.6742, 0.3430, 0.2601], [0.7123, 0.5236, -1.6734], [2.4827, -0.2505, 0.9261], [0.7330, 0.0056, -0.3032], [-1.8581, 0.8411, -0.6981], [-1.4314, 1.1144, 1.0011], [0.9487, 0.8974, 0.3146], [-0.3497, -1.1608, 1.1039], [1.6671, -0.2466, 1.7113], [-0.7958, -1.4640, -0.5795], [-2.6006, -0.1436, 0.5723]],
  "max_force_ha_per_bohr": 0.037,
  "gap_ha": 0.3210,
  "homo_ev": -9.166
}

{
  "formula": "C3H11NO2S",
  "method": "wB97M-V/def2-TZVPD",
  "elements": ["S", "O", "O", "N", "C", "C", "C", "H", "H", "H", "H", "H", "H", "H", "H", "H", "H", "H"],
  "positions_angstrom": [[-1.6033, -1.3533, 0.8219], [2.0054, -0.2012, -1.6176], [-2.4792, 3.0457, -0.9461], [0.7913, 0.8940, 1.2149], [2.3328, -0.4102, -0.3065], [-0.0819, -0.9442, -0.1708], [1.1116, -0.4582, 0.5876], [1.6199, 1.1465, 1.5221], [1.8213, -0.8828, -2.2913], [-0.0119, -1.8350, -0.7931], [-2.0352, 3.6043, -1.4560], [-0.3310, -0.1146, -1.0205], [2.8409, -1.3593, -0.1966], [-3.2614, 2.8483, -1.4603], [0.3395, 1.3820, 0.5620], [1.4204, -1.0721, 1.5305], [-1.6463, -0.6041, 1.8209], [2.9731, 0.4016, -0.0255]],
  "max_force_ha_per_bohr": 0.136,
  "smiles": "N[C@H](CO)CS.O",
  "gap_ha": 0.3423,
  "homo_ev": -8.668
}

E across the listed records, respectively: -1236.1865 -5182.6437 -324.5449 -724.2359 Ha.